# 1
Computed, not measured: 2 unconnected molecules or ions with the total composition C24H46IN2O3 at a distorted geometry, with ωB97M-V/def2-TZVPD.

Results
- HOMO-LUMO gap (eV) = 6.4435
- maximum force (eV/A) = 4.77
- charge = +1

```
76
Properties=species:S:1:pos:R:3:forces:R:3:mulliken_charge:R:1
C 4.898578 -1.904740 4.114697 -0.1 0.9 -0.7 -1.046
C 4.998829 -1.302645 2.623079 -0.3 -0.4 1.5 0.276
O 5.997677 -1.980258 1.809554 -1.6 1.1 -1.0 -0.383
C 5.713776 -1.567231 0.433239 0.8 1.0 -0.6 0.082
C 7.048346 -1.157096 -0.360202 0.2 -0.8 1.1 -0.832
C 7.616334 0.262261 0.104812 0.9 -0.5 -0.4 -0.421
C 7.309758 1.475594 -0.890151 -0.9 0.3 0.9 -0.837
C 5.868706 1.414602 -1.577324 -0.5 1.0 -0.2 -0.607
C 4.677394 1.832778 -0.628924 -1.7 1.1 3.2 0.083
C 4.841722 2.187824 0.848424 -3.0 -0.3 -2.9 0.193
C 3.574911 2.573891 1.548657 0.8 0.1 1.0 -0.436
I 3.809889 3.154548 3.657413 -0.2 -0.5 -1.7 0.135
N 2.262032 2.635051 1.116061 4.7 -0.8 -0.4 -0.580
N 2.222800 2.317290 -0.165138 -0.4 -0.5 -3.0 0.597
C 0.810665 2.357011 -0.736276 -0.6 0.1 -0.7 -0.504
C 0.024409 3.696392 -0.369569 -1.3 0.4 -0.7 -0.791
C -1.463499 3.395132 0.198128 0.7 -1.1 0.1 -0.586
C -1.482066 2.357525 1.410128 -0.9 -0.5 0.0 -0.380
C -2.987369 2.258622 2.010621 0.6 -1.1 -1.1 -0.840
C -3.866131 1.181887 1.171694 -0.6 0.7 -0.1 -0.397
C -5.415290 1.636396 1.209074 0.3 -0.2 1.0 -0.605
C -6.434160 0.448193 1.546082 -0.9 0.8 -0.9 -0.663
C -7.248078 -0.086473 0.264155 -0.2 -0.2 1.4 -0.494
O -6.581382 -1.216460 -0.374419 -2.0 0.8 0.1 -0.289
C -7.621774 -1.978127 -1.039312 -0.1 -0.3 -1.3 -0.640
C 3.224234 1.966006 -1.048729 2.4 -0.1 1.2 -0.013
H 3.803888 -1.803601 4.444104 1.6 -0.4 -0.4 0.284
H 5.496791 -1.219039 4.794310 -0.5 -1.3 -0.7 0.280
H 5.248114 -2.987165 4.139717 -0.5 1.5 0.1 0.304
H 3.941403 -1.398129 2.181079 1.6 0.3 0.3 0.226
H 5.334423 -0.208531 2.701360 -0.8 -1.2 -0.2 -0.028
H 5.156835 -2.360321 -0.160484 0.5 0.8 1.0 0.251
H 5.094893 -0.607761 0.520664 0.5 -1.4 -0.5 -0.122
H 7.843319 -1.940465 -0.098104 -1.2 1.0 -0.4 0.357
H 6.873553 -1.248129 -1.478081 0.2 0.3 1.3 0.338
H 7.282589 0.462122 1.186692 0.3 -0.2 -1.6 0.171
H 8.757719 0.149708 0.162917 -1.6 0.4 0.0 0.395
H 8.082071 1.621044 -1.710777 -0.9 -0.5 1.1 0.401
H 7.317243 2.431012 -0.250580 0.2 -1.2 -1.1 0.276
H 5.886277 2.182738 -2.433717 -0.2 -1.1 1.2 0.461
H 5.608293 0.418133 -2.053733 0.4 1.1 0.7 0.379
H 5.826164 2.170791 1.395722 -1.4 0.1 -0.7 0.372
H 0.317233 1.398532 -0.387076 0.5 1.3 -0.2 0.312
H 0.879369 2.289764 -1.877552 0.2 0.0 1.7 0.292
H -0.156566 4.242552 -1.364970 0.5 -0.7 1.4 0.342
H 0.596069 4.426450 0.281714 -0.5 -1.2 -0.6 0.404
H -2.012161 4.337511 0.507583 0.9 -1.0 -0.5 0.387
H -2.044790 2.904869 -0.658806 0.6 0.8 1.1 0.219
H -1.262805 1.297433 1.020147 -0.1 1.5 0.6 0.204
H -0.721648 2.579915 2.226207 -0.9 0.0 -1.1 0.291
H -2.951000 1.853003 3.070953 -0.1 1.0 -1.2 0.272
H -3.487971 3.270681 1.910035 0.6 -1.2 0.5 0.405
H -3.545711 1.133482 0.077855 -0.2 0.0 1.4 0.166
H -3.763918 0.130706 1.621152 0.0 1.6 -0.7 0.332
H -5.507140 2.389201 2.070961 0.1 -1.0 -1.2 0.407
H -5.716200 2.203559 0.262683 0.4 -0.9 1.2 0.241
H -5.949344 -0.407596 2.109776 -0.5 1.0 -0.8 0.241
H -7.234521 0.897462 2.235766 1.1 -0.7 -0.9 0.348
H -8.262934 -0.458469 0.645997 1.3 0.5 -0.4 0.382
H -7.481852 0.750068 -0.479661 0.6 -1.0 0.8 0.282
H -8.008440 -2.846548 -0.406224 0.7 1.1 -0.7 0.261
H -8.531047 -1.335858 -1.320880 1.3 -0.8 0.5 0.335
H -7.187265 -2.342374 -2.036696 -0.6 0.2 1.5 0.168
H 2.965930 1.763621 -2.134307 0.0 0.4 1.7 0.332
C -3.866227 -5.600048 -3.305739 0.0 -0.2 -0.2 -1.258
C -4.399702 -4.216201 -3.641486 0.0 -0.2 0.7 0.322
C -3.803016 -3.156127 -2.728214 0.1 0.3 -0.1 -1.134
O -5.819291 -4.209942 -3.510787 -0.1 0.1 -0.3 -0.541
H -4.126246 -5.879972 -2.279907 0.1 0.1 0.0 0.324
H -4.311516 -6.352312 -3.961561 0.1 0.1 0.0 0.319
H -2.779463 -5.641433 -3.413568 -0.1 0.0 0.0 0.371
H -4.168995 -3.976245 -4.682701 -0.2 0.0 0.0 0.286
H -4.060927 -3.351756 -1.682464 0.1 -0.1 0.0 0.274
H -4.203408 -2.168836 -2.973115 0.0 -0.1 0.0 0.287
H -2.714061 -3.124403 -2.818874 0.0 0.0 0.0 0.403
H -6.034323 -4.421071 -2.593106 0.1 0.0 -0.1 0.358
```
Positions in Å, forces in eV/Å.

# 2
Computed, not measured: a molecular structure, C24H46N6SSbTc at a distorted geometry, with ωB97M-V/def2-TZVPD.

Results
- HOMO-LUMO gap (alpha / beta) (eV) = 6.0086 / 5.7658
- maximum force (eV/A) = 3.69
- <S²> = 0.876
- multiplicity = 2
- charge = +1

```
79
Properties=species:S:1:pos:R:3:forces:R:3:mulliken_charge:R:1
Tc -0.212990 0.642747 -0.167769 -1.1 1.0 -3.3 -0.605
C -2.376470 -5.083830 -0.798297 0.0 0.1 0.1 -0.571
C -3.050196 -4.097468 0.146195 0.3 -0.5 -0.2 -0.528
N -3.105081 -2.742046 -0.371493 0.2 0.4 0.1 0.023
C -2.067948 -1.886720 -0.320188 -0.3 1.4 -0.2 0.174
S -2.443491 -0.161239 -0.249725 -0.1 0.3 0.4 -0.528
N -0.840919 -2.296344 -0.296790 0.3 -1.6 0.3 -0.934
N 0.113726 -1.353860 -0.179047 2.1 -1.1 0.6 1.072
C 1.361918 -1.780867 0.098634 -3.3 -1.3 -0.9 0.641
C 1.711677 -3.233867 0.172124 -0.2 0.1 0.0 -1.568
C 2.289519 -0.771813 0.394044 1.8 2.5 0.5 0.371
C 3.638002 -1.026343 0.747764 -1.4 -0.4 -0.4 -0.943
C 4.449277 -0.003284 1.143085 -0.1 1.4 0.1 -0.560
C 3.928573 1.305950 1.167917 0.6 -1.0 0.0 -0.993
C 2.634335 1.506457 0.757540 -0.3 0.3 0.0 -0.286
N 1.807573 0.524179 0.382039 1.0 -0.9 0.4 0.340
H -2.409380 -6.075680 -0.355877 0.0 -0.2 0.0 0.431
H -1.334962 -4.809708 -0.961907 0.0 0.0 0.0 -0.125
H -2.887497 -5.113561 -1.758470 0.0 0.0 -0.1 0.213
H -2.504150 -4.092513 1.096661 -0.2 0.0 0.0 0.250
H -4.077007 -4.417578 0.326736 0.1 0.1 0.1 0.432
H -4.012998 -2.312319 -0.462854 0.1 0.0 0.1 0.285
H 0.840731 -3.826206 -0.099214 0.1 0.1 0.0 0.111
H 2.019468 -3.508775 1.182261 0.1 0.0 0.1 0.437
H 2.527256 -3.467802 -0.511647 0.0 0.0 0.0 0.417
H 3.999088 -2.040680 0.707944 0.0 -0.1 0.0 0.492
H 5.473201 -0.182389 1.425962 0.1 -0.1 0.1 0.450
H 4.534732 2.134911 1.491571 0.0 0.1 0.0 0.502
H 2.226055 2.508364 0.728632 -0.1 0.0 0.0 0.520
C 1.310742 5.269651 0.061007 -0.2 0.1 0.0 -0.674
C -0.040188 5.419171 0.760037 0.2 -0.1 -0.2 -0.989
N -0.222783 4.493899 1.872490 -0.2 0.2 0.0 0.203
C -0.095306 5.067966 3.201336 0.2 0.0 0.4 -0.788
C 1.362045 5.257133 3.614681 -0.3 0.0 0.0 -0.969
C -0.397823 3.179546 1.660208 -0.1 -0.2 -0.2 1.304
C -0.506901 2.252001 2.832598 0.1 0.0 -0.1 -1.831
N -0.492545 2.655773 0.473715 0.0 0.6 0.1 0.215
H 1.375885 5.984168 -0.754168 0.0 0.1 -0.1 0.377
H 1.450540 4.273138 -0.352161 0.0 -0.1 -0.1 0.005
H 2.124201 5.470558 0.752316 0.1 0.0 0.1 0.318
H -0.861965 5.296761 0.047095 0.0 0.1 0.0 0.443
H -0.117771 6.428606 1.164367 -0.1 -0.1 0.0 0.440
H -0.605431 4.438164 3.928026 0.0 0.1 -0.1 0.395
H -0.596508 6.038917 3.194401 -0.1 -0.1 0.1 0.424
H 1.910306 4.320815 3.549691 0.1 -0.1 0.0 0.215
H 1.410240 5.614281 4.638297 0.0 0.1 0.2 0.419
H 1.853823 5.991658 2.985208 0.1 0.1 -0.1 0.292
H -1.385786 2.496362 3.426961 0.0 0.0 0.0 0.567
H 0.374317 2.306828 3.467103 0.0 0.0 0.1 0.311
H -0.625739 1.228398 2.473762 0.0 0.1 0.0 0.134
H -0.492348 3.345840 -0.269292 0.0 -0.1 0.1 -0.308
C -0.715377 -4.670877 -4.804471 0.2 0.4 0.3 -1.274
Sb -0.262008 -3.252740 -3.221592 0.2 -0.2 -0.9 0.550
C -2.093821 -2.150928 -3.541029 0.4 -0.2 0.1 -0.902
C 0.966008 -1.981843 -4.492630 -0.3 -0.3 0.2 -1.253
H -0.736304 -4.151172 -5.755219 0.0 0.1 -0.2 0.362
H -1.684205 -5.114123 -4.616362 -0.2 -0.1 0.0 0.355
H 0.031653 -5.454076 -4.838821 0.1 -0.1 0.0 0.383
H -2.146353 -1.816684 -4.570560 0.0 0.0 -0.2 0.492
H -2.118166 -1.300520 -2.870750 -0.1 0.2 0.1 -0.347
H -2.943618 -2.787870 -3.329754 -0.2 -0.1 0.1 0.516
H 0.395657 -1.687527 -5.367936 0.0 0.1 -0.1 0.393
H 1.847707 -2.528687 -4.809000 0.1 -0.1 0.0 0.481
H 1.270476 -1.102640 -3.935812 0.1 0.2 0.0 0.126
C -2.213511 2.052527 -2.715739 0.2 0.0 -0.1 -1.739
C -0.725498 1.944638 -3.058036 -0.5 0.4 -0.1 2.798
C -0.150547 3.373387 -3.204660 0.0 -0.3 0.1 -1.683
C -0.562039 1.245134 -4.416731 0.1 0.0 0.3 -1.544
C 0.101097 1.253809 -2.018743 0.1 -1.2 2.1 -0.368
H -2.690307 2.763016 -3.385002 -0.1 0.1 -0.1 0.498
H -2.358302 2.389150 -1.691476 -0.1 0.1 0.1 0.238
H -2.711720 1.094738 -2.827188 -0.1 -0.1 0.0 0.268
H -0.595717 3.851560 -4.074180 -0.1 0.1 -0.1 0.515
H 0.927054 3.345819 -3.339382 0.2 0.1 0.0 0.398
H -0.377713 3.983980 -2.335516 0.0 0.2 0.2 0.181
H -1.153822 1.755656 -5.173668 -0.1 0.1 0.0 0.486
H -0.896386 0.215948 -4.353359 0.0 -0.2 -0.1 0.038
H 0.479507 1.257777 -4.726683 0.1 -0.1 -0.1 0.446
H 1.126651 1.123771 -2.390693 0.1 -0.1 0.2 0.562
```
Positions in Å, forces in eV/Å.